Record 1
2 unconnected molecules or ions with the total composition C4H11NO4P at a distorted geometry. Source: the OMol25 dataset; level of theory: the ωB97M-V functional and the def2-TZVPD basis.

Geometry (Å):
1 C 1.125 -0.348 -0.448
2 C -0.107 -1.800 -2.355
3 C 0.596 -1.604 -1.134
4 H -1.091 -1.402 -2.622
5 O 0.189 0.395 0.080
6 H -0.032 -1.634 -0.219
7 C 2.540 -0.509 0.049
8 O 0.658 1.101 2.471
9 H -3.233 3.415 0.280
10 O -1.834 0.718 1.595
11 H -0.002 -2.670 -2.892
12 P -0.216 0.236 1.690
13 H -1.891 2.715 0.844
14 O -0.226 -1.253 2.027
15 H 2.680 0.517 0.470
16 H 2.610 -1.186 0.837
17 H 3.056 -0.909 -0.826
18 H -1.782 3.283 -0.746
19 H 1.385 -2.335 -1.050
20 H -2.253 -0.144 1.757
21 N -2.173 3.412 0.192

For the HOMO energy (spin up / spin down), the calculation gives -3.03 / -4.27 eV. Its frontier orbital gap (spin up / spin down) is 6.41 / 7.91 eV. The LUMO energy (spin up / spin down) is 3.4 / 3.6 eV. As for the molecular weight: 168.11 g mol⁻¹. As for the net charge: -1.

Atom charges from the Löwdin analysis, given in e for atoms 1 to 8: -0.406, -0.004, -0.256, 0.038, -0.155, 0.119, -0.050, -0.305



Record 2
C9H12O3 in the gas phase at a distorted geometry. Source: the OMol25 dataset; level of theory: the ωB97M-V functional and the def2-TZVPD basis.

Geometry (Å):
1 C 0.275 0.152 -0.375
2 H 3.360 0.225 -0.527
3 O 0.574 -1.730 -1.907
4 C -1.748 -1.523 -1.038
5 H -2.353 -0.635 -1.443
6 C -0.085 -1.035 -1.172
7 H -3.009 -2.969 -1.994
8 H -1.425 -3.658 -1.614
9 H 1.344 2.418 2.591
10 C 1.553 0.489 -0.124
11 H -0.581 2.763 1.369
12 C -0.694 0.965 0.300
13 C 1.033 1.501 2.141
14 H 2.976 0.926 1.369
15 H -1.703 -2.424 -2.829
16 C 2.038 1.267 0.990
17 H -1.222 1.510 2.259
18 C -0.429 1.715 1.580
19 O -1.811 1.107 -0.125
20 H 2.359 2.363 0.594
21 H 1.041 0.617 2.790
22 O 2.544 0.169 -0.990
23 H -2.055 -1.473 -0.004
24 C -1.985 -2.740 -1.841

For the HOMO energy, the calculation gives -8.99 eV. Its frontier orbital gap is 9.22 eV. The LUMO energy is 0.2 eV. As for the molecular weight: 168.19 g mol⁻¹. As for the net charge: 0. As for the SMILES: CCC(=O)C1=C(O)CCCC1=O.

Atom charges from the Löwdin analysis, given in e for atoms 1 to 8: -0.041, 0.096, 0.089, -0.159, 0.120, -0.244, 0.058, 0.085



Record 3
A molecular structure, C12H11F2HfN at a distorted geometry. Source: the OMol25 dataset; level of theory: the ωB97M-V functional and the def2-TZVPD basis.

Geometry (Å):
1 H 0.105 -3.515 4.533
2 C 0.206 -0.730 2.520
3 H 0.150 3.502 4.486
4 H -0.009 -1.002 -2.496
5 H 0.562 3.104 0.183
6 C 0.208 2.908 3.586
7 H 0.338 4.607 2.230
8 H 0.045 0.816 -2.700
9 C 0.115 -2.854 1.169
10 C 0.146 -2.933 3.627
11 H -1.399 -0.194 0.074
12 C 0.308 3.531 2.346
13 C 0.160 -1.470 1.296
14 Hf 0.280 0.022 -0.201
15 H -1.373 0.269 -0.656
16 C 0.233 -1.553 3.666
17 C 0.198 0.733 2.570
18 N 0.169 1.413 1.376
19 H 1.640 -0.111 -2.406
20 F -0.043 -4.906 2.309
21 H 0.079 -3.330 0.205
22 H 0.175 1.037 4.648
23 C 0.374 2.761 1.198
24 F 0.306 -1.014 4.932
25 C 0.197 1.541 3.689
26 C 0.546 -0.076 -2.345
27 C 0.093 -3.544 2.377

For the HOMO energy, the calculation gives -16.53 eV. Its frontier orbital gap is 6.34 eV. The LUMO energy is -10.2 eV. As for the molecular weight: 385.71 g mol⁻¹. As for the net charge: +2.

Atom charges from the Löwdin analysis, given in e for atoms 1 to 8: 0.164, -0.116, 0.147, 0.022, 0.134, 0.044, 0.137, 0.015



Record 4
A molecular structure, C9H12MoNO2. Source: the OMol25 dataset; level of theory: the ωB97M-V functional and the def2-TZVPD basis.

Geometry (Å):
1 C 1.385 0.125 -1.718
2 H 0.767 3.973 1.082
3 C 2.181 0.025 -0.557
4 H -2.210 -3.887 -0.037
5 H 1.772 2.996 2.181
6 C 0.378 1.112 -1.776
7 H -3.159 -2.462 -0.501
8 H -0.313 -2.908 -0.704
9 N -1.049 -2.195 -0.688
10 C 1.021 1.964 0.462
11 H -0.613 2.736 -0.762
12 C 1.967 0.900 0.537
13 H 2.978 -0.710 -0.504
14 C 0.162 1.980 -0.679
15 H -1.306 -2.064 -1.669
16 Mo -0.142 -0.241 0.228
17 C -2.426 -2.461 1.427
18 H 1.589 -0.505 -2.577
19 H 0.012 2.818 2.160
20 H 2.607 0.802 1.410
21 C -2.231 -2.790 -0.018
22 O -1.174 -0.806 1.406
23 H -0.224 1.227 -2.672
24 O -2.869 -2.613 2.436
25 C 0.896 2.987 1.535

For the HOMO energy (spin up / spin down), the calculation gives -22.63 / -22.58 eV. Its expectation value of S² is 2.0217. Its frontier orbital gap (spin up / spin down) is 8.77 / 8.17 eV. The LUMO energy (spin up / spin down) is -13.9 / -14.4 eV. As for the molecular weight: 262.14 g mol⁻¹. As for the net charge: +3. The spin multiplicity is 3.

Atom charges from the Löwdin analysis, given in e for atoms 1 to 8: -0.082, 0.131, -0.060, 0.187, 0.119, -0.065, 0.183, 0.141